(1)
One molecule with the formula C12H14N2O3S. Source: the OMol25 dataset; level of theory: ωB97M-V/def2-TZVPD.

Each line ends with the Mulliken charge.
CARTESIAN COORDINATES (ANGSTROEM)
C -0.6244 4.6423 1.6048  -0.742
O 0.2536 3.6388 1.1665  -0.282
C 1.1445 3.2038 2.1674  -0.589
C 2.1062 2.1899 1.5615  -0.762
N 1.3802 1.1047 0.9380  -0.096
C 1.8451 0.5265 -0.1979  0.178
O 2.9461 0.7656 -0.6521  -0.650
C 0.9138 -0.4511 -0.8363  0.267
C 0.9824 -0.6112 -2.2183  -0.778
C 0.1519 -1.5074 -2.8581  -0.582
C -0.7516 -2.2693 -2.1290  0.572
C -0.8260 -2.1246 -0.7402  0.321
C 0.0113 -1.2140 -0.1063  -0.745
N -1.7592 -2.8312 0.0184  -0.114
C -2.4278 -3.9653 -0.3208  0.483
O -3.2795 -4.4376 0.3957  -0.624
C -1.9848 -4.6081 -1.6164  -0.585
S -1.8275 -3.3927 -2.9583  -0.135
H -0.0777 5.5356 1.9298  0.293
H -1.2481 4.2910 2.4369  0.311
H -1.2576 4.8925 0.7565  0.233
H 1.7149 4.0522 2.5741  0.479
H 0.5803 2.7455 2.9978  0.356
H 2.7648 1.8002 2.3466  0.297
H 2.7266 2.6600 0.7921  0.376
H 0.3965 1.0509 1.1462  0.275
H 1.6975 -0.0246 -2.7726  0.461
H 0.1895 -1.6308 -3.9289  0.427
H -0.0399 -1.1289 0.9700  0.479
H -1.9692 -2.4649 0.9385  0.209
H -2.7183 -5.3484 -1.9295  0.352
H -1.0136 -5.0894 -1.4762  0.313

Values from the calculation:
M	266.3	g/mol
relative energy (zero: lowest compared OMol25 entry of this formula, charge and spin)	6.1	kcal/mol
total charge	0
highest occupied orbital energy	-8.493	eV


(2)
A 5-piece molecular cluster, C34H58BCl8IN2O6S4 overall. Source: the OMol25 dataset; level of theory: ωB97M-V/def2-TZVPD.

Each line ends with the Mulliken charge.
CARTESIAN COORDINATES (ANGSTROEM)
C -2.5654 -2.4210 3.5257  -0.932
C -2.4817 -2.1178 1.9621  -0.343
I -4.5978 -2.4129 1.3243  0.100
C -2.1703 -0.6332 1.5746  -2.243
C -0.7763 -0.0025 1.3551  1.837
C -1.0623 1.5083 0.8547  -0.738
C -2.4207 2.1788 1.2381  -0.953
C -2.2290 3.7549 1.1065  -0.743
S -2.3161 4.3210 -0.6561  -0.275
C 0.2984 -0.6628 0.3740  0.653
C -0.2545 -0.8221 -1.1136  -1.751
C -1.5428 -1.6851 -1.3443  0.055
C -1.3504 -2.6188 -2.6392  -0.659
C -2.2482 -3.9244 -2.3909  -0.666
N -1.4007 -4.8749 -1.5839  -0.429
B 0.5991 -2.2454 0.7193  0.145
O 0.9652 -3.1886 -0.3015  -0.784
O 0.4318 -2.8534 1.9756  -0.541
C 1.7634 0.0477 0.4219  2.319
C 2.8776 -0.7813 -0.3327  -0.093
C 4.0260 -0.0644 -1.1299  -1.785
C 5.1258 0.7566 -0.4340  0.466
C 6.3193 0.2618 0.2285  0.482
C 7.3422 1.0954 0.8470  -0.131
C 7.2038 2.5446 0.8088  -0.625
C 6.0339 3.0924 0.1070  -0.704
C 5.0178 2.2360 -0.4944  -0.358
N 1.8282 1.4416 -0.0607  -0.488
C 1.4951 1.8304 -1.1490  0.322
S 1.1938 2.1122 -2.7259  -0.272
C 2.2644 0.3262 1.9520  -0.720
O 3.3069 1.3147 1.8781  -0.358
C 2.9217 -0.7974 2.7986  -1.459
C 4.5178 -0.8993 2.7508  0.664
C 4.8710 -2.0309 3.8463  -0.761
S 5.5007 -3.5942 3.1020  -0.313
O 1.3191 1.0525 2.7766  -0.707
S -0.0979 0.3311 3.0624  1.840
O -0.9288 1.3109 3.7772  -0.818
O 0.0148 -0.8276 3.9287  -0.649
H -3.3159 -3.2245 3.7362  0.474
H -2.7650 -1.4865 4.1043  0.262
H -1.5601 -2.7993 3.8543  0.148
H -1.9744 -2.9464 1.4279  0.259
H -2.7973 -0.4135 0.6642  0.603
H -2.6267 -0.1028 2.4656  0.676
H -1.0137 1.5951 -0.2643  0.138
H -0.2563 2.2112 1.2131  0.587
H -2.8128 2.0100 2.2653  0.450
H -3.2401 1.9273 0.5044  0.426
H -1.2211 4.0791 1.4926  0.348
H -2.9837 4.3266 1.7054  0.468
H -2.6082 5.6658 -0.5451  0.172
H -0.4949 0.1647 -1.6063  0.319
H 0.5213 -1.2357 -1.8178  0.762
H -2.4105 -1.0194 -1.6315  0.609
H -1.9203 -2.3644 -0.5526  -0.805
H -1.7251 -2.1120 -3.5648  0.362
H -0.3031 -3.0055 -2.7255  0.294
H -2.5274 -4.4415 -3.3407  0.401
H -3.1263 -3.6871 -1.7277  0.228
H -1.3982 -5.7985 -2.0192  0.239
H -1.8053 -5.0196 -0.6578  0.163
H 1.8858 -3.4693 -0.1609  0.322
H 1.1858 -3.4640 2.0790  0.317
H 2.4591 -1.4174 -1.1703  0.405
H 3.3787 -1.5606 0.3165  0.360
H 3.6740 0.5372 -2.0182  0.272
H 4.5906 -0.9110 -1.6373  0.651
H 6.4538 -0.8515 0.2729  0.257
H 8.1829 0.5559 1.3503  -0.208
H 7.9797 3.1670 1.3046  0.381
H 5.9726 4.2085 0.0673  0.336
H 4.1553 2.7264 -1.0120  0.219
H 2.9526 2.1876 2.1133  0.399
H 2.5944 -1.8556 2.6811  -0.126
H 2.7179 -0.5522 3.8824  0.632
H 4.8774 -1.3223 1.7885  -0.571
H 5.0347 0.0146 3.1079  0.263
H 4.0065 -2.1817 4.5470  0.405
H 5.7022 -1.6252 4.4932  0.436
H 6.2644 -3.1607 2.0415  0.123
Cl 9.4074 -1.9043 5.6637  -0.194
C 9.1134 -3.1033 4.3787  0.058
C 9.8274 -2.7487 3.0940  -0.555
Cl 9.1320 -1.3030 2.3161  -0.175
H 8.0363 -3.1827 4.2301  -0.150
H 9.4773 -4.0614 4.7511  0.325
H 9.7325 -3.5688 2.3815  0.274
H 10.8880 -2.5648 3.2617  0.394
Cl -6.6814 6.0908 -3.1048  -0.209
C -5.8917 4.8248 -4.0821  -0.135
C -4.4415 4.6339 -3.7025  -0.361
Cl -3.4363 6.0328 -4.1621  -0.193
H -5.9992 5.0923 -5.1319  0.080
H -6.4439 3.9012 -3.9080  0.273
H -4.0348 3.7667 -4.2244  0.280
H -4.3254 4.4714 -2.6315  0.237
Cl -7.0457 2.6807 -6.8275  -0.175
C -6.7627 3.6950 -8.2657  -0.526
C -5.3055 3.7207 -8.6673  -0.441
Cl -4.2968 4.5947 -7.4873  -0.136
H -7.1374 4.6957 -8.0526  0.329
H -7.3613 3.2718 -9.0728  0.360
H -5.1956 4.2371 -9.6215  0.305
H -4.9028 2.7143 -8.7767  0.311
Cl -10.9095 -2.0503 2.3249  -0.183
C -9.6204 -1.0075 1.6732  -0.419
C -8.9929 -1.5880 0.4264  -0.427
Cl -8.0410 -3.0533 0.7726  -0.187
H -8.8813 -0.8530 2.4587  0.304
H -10.0788 -0.0455 1.4424  0.298
H -8.3080 -0.8619 -0.0135  0.250
H -9.7450 -1.8419 -0.3197  0.349

Values from the calculation:
M	1140.5	g/mol
relative energy (zero: lowest compared OMol25 entry of this formula, charge and spin)	99.1	kcal/mol
total charge	0
highest occupied orbital energy	-8.860	eV


(3)
One molecule with the formula C19H27N3O3. Source: the OMol25 dataset; level of theory: ωB97M-V/def2-TZVPD.

Each line ends with the Mulliken charge.
CARTESIAN COORDINATES (ANGSTROEM)
C -2.6077 -2.6151 4.9435  -1.025
O -1.6875 -2.0535 4.0437  -0.378
C -1.1277 -2.8616 3.0819  0.463
C -1.5102 -4.1763 2.8833  -0.434
C -0.8794 -4.9702 1.9359  -0.728
C 0.1460 -4.4409 1.1831  -1.093
C 0.5219 -3.1196 1.3573  -0.352
C -0.0998 -2.2917 2.2904  1.092
N 0.3137 -0.9851 2.5311  0.146
C 1.5717 -0.5074 2.0066  -1.707
C 1.4373 0.1133 0.6112  -0.055
N 0.4640 1.1910 0.6546  0.049
C 0.3568 1.8861 -0.6161  -0.612
C 1.5802 2.7828 -0.8690  -1.346
C 2.4893 2.3056 -2.0057  -0.438
C 2.0410 2.8205 -3.3754  -1.250
N 0.6937 2.4055 -3.7078  0.203
C -0.3908 3.2503 -3.6268  0.528
O -0.3333 4.4092 -3.3114  -0.611
C -1.6239 2.4577 -4.0106  -0.505
C -1.1128 1.0596 -4.3364  -0.501
C 0.3832 1.1213 -4.0972  0.476
O 1.1832 0.2323 -4.2223  -0.617
C -0.8114 0.6725 1.1146  -0.607
C -0.6522 0.0921 2.5234  -1.002
H -2.8464 -1.8205 5.6495  0.252
H -2.1767 -3.4626 5.4864  0.380
H -3.5268 -2.9358 4.4404  0.384
H -2.2977 -4.6089 3.4800  0.384
H -1.1915 -5.9949 1.8043  0.380
H 0.6543 -5.0460 0.4472  0.377
H 1.3185 -2.7315 0.7431  0.303
H 1.9219 0.2749 2.6897  0.444
H 2.3061 -1.3130 2.0034  0.549
H 1.1360 -0.6573 -0.1224  0.265
H 2.4034 0.5186 0.3063  0.384
H 0.2266 1.1651 -1.4432  0.362
H -0.5431 2.5045 -0.5715  0.478
H 2.1467 2.8290 0.0616  0.558
H 1.2460 3.7966 -1.0931  0.460
H 3.5046 2.6713 -1.8431  0.357
H 2.5256 1.2155 -2.0333  0.390
H 2.0428 3.9131 -3.3904  0.452
H 2.7111 2.4377 -4.1502  0.391
H -2.1130 2.9435 -4.8551  0.337
H -2.3254 2.4710 -3.1759  0.275
H -1.5464 0.2856 -3.7024  0.266
H -1.2928 0.7696 -5.3719  0.360
H -1.1999 -0.1146 0.4394  0.255
H -1.5327 1.4930 1.1409  0.480
H -0.2849 0.8802 3.1881  0.324
H -1.6114 -0.2623 2.8904  0.456

Values from the calculation:
M	345.4	g/mol
relative energy (zero: lowest compared OMol25 entry of this formula, charge and spin)	51.1	kcal/mol
total charge	0
highest occupied orbital energy	-7.448	eV


(4)
One molecule with the formula C5H8O. Source: the OMol25 dataset; level of theory: ωB97M-V/def2-TZVPD.

Each line ends with the Mulliken charge.
CARTESIAN COORDINATES (ANGSTROEM)
C 0.5020 -1.5427 0.8753  -1.006
C 0.4592 -1.0094 -0.5521  0.461
O 1.0686 -1.5775 -1.4373  -0.572
C -0.2311 0.2772 -0.8776  -0.069
C 0.2423 1.4818 -0.0916  -0.547
C -1.1944 1.0875 -0.0392  -0.521
H 0.2604 -0.8055 1.6519  0.308
H 1.5034 -1.9479 1.0526  0.313
H -0.2051 -2.3767 0.9626  0.276
H -0.3168 0.4031 -1.9540  0.421
H 0.8448 1.2591 0.7866  0.227
H 0.5562 2.3586 -0.6462  0.245
H -1.5990 0.7102 0.8989  0.221
H -1.8904 1.6823 -0.6300  0.242

Values from the calculation:
M	84.1	g/mol
relative energy (zero: lowest compared OMol25 entry of this formula, charge and spin)	23.1	kcal/mol
total charge	0
highest occupied orbital energy	-9.556	eV


What is the highest occupied orbital energy in the fourth record? -9.556 eV


What is the highest occupied orbital energy in the fourth record? -9.556 eV


Number 1 is which compound? C12H14N2O3S


Repeat the first record exactly.
One molecule with the formula C12H14N2O3S. Source: the OMol25 dataset; level of theory: ωB97M-V/def2-TZVPD.

Each line ends with the Mulliken charge.
CARTESIAN COORDINATES (ANGSTROEM)
C -0.6244 4.6423 1.6048  -0.742
O 0.2536 3.6388 1.1665  -0.282
C 1.1445 3.2038 2.1674  -0.589
C 2.1062 2.1899 1.5615  -0.762
N 1.3802 1.1047 0.9380  -0.096
C 1.8451 0.5265 -0.1979  0.178
O 2.9461 0.7656 -0.6521  -0.650
C 0.9138 -0.4511 -0.8363  0.267
C 0.9824 -0.6112 -2.2183  -0.778
C 0.1519 -1.5074 -2.8581  -0.582
C -0.7516 -2.2693 -2.1290  0.572
C -0.8260 -2.1246 -0.7402  0.321
C 0.0113 -1.2140 -0.1063  -0.745
N -1.7592 -2.8312 0.0184  -0.114
C -2.4278 -3.9653 -0.3208  0.483
O -3.2795 -4.4376 0.3957  -0.624
C -1.9848 -4.6081 -1.6164  -0.585
S -1.8275 -3.3927 -2.9583  -0.135
H -0.0777 5.5356 1.9298  0.293
H -1.2481 4.2910 2.4369  0.311
H -1.2576 4.8925 0.7565  0.233
H 1.7149 4.0522 2.5741  0.479
H 0.5803 2.7455 2.9978  0.356
H 2.7648 1.8002 2.3466  0.297
H 2.7266 2.6600 0.7921  0.376
H 0.3965 1.0509 1.1462  0.275
H 1.6975 -0.0246 -2.7726  0.461
H 0.1895 -1.6308 -3.9289  0.427
H -0.0399 -1.1289 0.9700  0.479
H -1.9692 -2.4649 0.9385  0.209
H -2.7183 -5.3484 -1.9295  0.352
H -1.0136 -5.0894 -1.4762  0.313

Values from the calculation:
M	266.3	g/mol
relative energy (zero: lowest compared OMol25 entry of this formula, charge and spin)	6.1	kcal/mol
total charge	0
highest occupied orbital energy	-8.493	eV